No. 1
C44H85N11O11P2 | ωB97M-V with the def2-TZVPD basis set

Structure (XYZ):
```
153
Properties=species:S:1:pos:R:3
C 1.60915 -4.31233 -6.38565
N 1.01917 -4.98921 -5.20109
C 0.86303 -6.39965 -5.36141
P 0.43478 -4.13332 -3.82294
O -0.14228 -5.10790 -2.79337
N 1.73477 -3.25540 -3.26975
C 3.11585 -3.78121 -3.19663
C 1.37309 -2.28961 -2.20496
N -0.70988 -2.96539 -4.36416
C -0.36817 -1.82096 -5.14955
C -1.87258 -2.92678 -3.48037
H 0.80884 -4.18653 -7.11488
H 2.40800 -4.94204 -6.77733
H 2.05145 -3.33648 -6.18520
H 0.28153 -6.60490 -6.26021
H 0.34040 -6.91487 -4.55550
H 1.88456 -6.77944 -5.37985
H 3.30162 -4.52608 -2.42285
H 3.32489 -4.29001 -4.13765
H 3.90291 -3.02914 -3.14160
H 2.19142 -1.66047 -1.85479
H 0.55141 -1.63904 -2.50448
H 0.89955 -2.84523 -1.39555
H -1.22529 -1.18649 -5.37512
H 0.46520 -1.28883 -4.69085
H 0.00858 -2.19205 -6.10269
H -2.67834 -2.32417 -3.89953
H -1.53264 -2.50160 -2.53603
H -2.30543 -3.92714 -3.48315
C 3.94896 2.09785 1.61453
N 5.37372 2.08521 2.04457
C 5.64220 1.58435 3.43566
P 6.62043 2.10135 0.82842
O 8.03512 2.29208 1.32854
N 6.37596 0.64777 -0.05244
C 7.29936 0.61925 -1.19765
C 6.48260 -0.47454 0.78970
N 6.12434 3.40331 -0.24781
C 5.06602 3.43751 -1.23967
C 6.93964 4.55295 -0.24066
H 3.48706 1.12946 1.80675
H 3.80587 2.36316 0.56704
H 3.31782 2.85391 2.08157
H 4.75714 1.21416 3.95308
H 6.12443 2.36420 4.02504
H 6.42939 0.83271 3.37682
H 7.00022 1.37272 -1.92629
H 8.31166 0.71129 -0.80411
H 7.19415 -0.32982 -1.72328
H 5.76793 -0.44223 1.61208
H 6.37706 -1.42956 0.27500
H 7.46887 -0.57124 1.24356
H 5.38824 3.99809 -2.11718
H 4.72901 2.41598 -1.41572
H 4.20219 3.95559 -0.82314
H 7.31580 4.87518 0.73030
H 6.47016 5.41061 -0.72245
H 7.85300 4.40054 -0.81570
C 1.96791 -1.77729 6.54821
C 3.20152 -2.35702 7.36007
O 3.99603 -3.02213 6.45181
C 5.28793 -3.23195 6.69489
O 5.96404 -2.59882 7.49969
O 5.63471 -4.22560 5.86509
C 7.02390 -4.68804 5.85867
H 1.23643 -2.52433 6.24005
H 2.28128 -1.26647 5.63774
H 1.31391 -1.11572 7.11629
H 2.77424 -3.08678 8.04779
H 3.66418 -1.56703 7.95165
H 7.72266 -3.85161 5.87355
H 7.29483 -5.21860 4.94587
H 7.06139 -5.26421 6.78318
C 2.52623 -6.80871 2.80335
C 1.41638 -6.83717 1.65919
O 0.34718 -7.60239 2.22315
C -0.65341 -7.06376 3.04829
O -0.50508 -6.03527 3.71508
O -1.77260 -7.81920 2.93062
C -2.71277 -7.85947 3.97765
H 2.02311 -6.41754 3.68763
H 3.36927 -6.15131 2.59071
H 2.98279 -7.74123 3.13510
H 1.85492 -7.21320 0.73486
H 1.24522 -5.80774 1.34443
H -2.89651 -6.84200 4.32275
H -2.36921 -8.37660 4.87356
H -3.67748 -8.26486 3.67258
C -3.18404 -2.06632 2.13221
C -2.07619 -1.02762 2.13101
O -2.27789 -0.18358 1.04184
C -1.88673 1.06887 0.99866
O -1.48121 1.72086 1.97773
O -2.06656 1.61371 -0.22274
C -1.83998 2.98529 -0.49083
H -4.22855 -1.77455 2.02271
H -3.21982 -2.60009 3.08190
H -2.94983 -2.81898 1.37938
H -1.10431 -1.52091 2.11586
H -2.17103 -0.53863 3.10054
H -0.77304 3.19106 -0.40480
H -2.26379 3.60478 0.29956
H -2.15702 3.20452 -1.51039
C -0.60759 4.47905 -7.48794
C -1.05970 5.75437 -7.06215
C -1.83402 6.17076 -8.14197
N -1.79767 5.33241 -9.20713
C -0.97980 4.24404 -8.81766
H -0.01661 3.79042 -6.90233
H -0.87611 6.32027 -6.16079
H -2.31592 7.11438 -8.35114
H -2.15269 5.47491 -10.14187
H -0.65392 3.49474 -9.52388
C -6.30007 7.02984 -0.52164
C -6.54816 8.07735 0.42008
C -5.84304 9.11624 -0.10932
N -5.24605 8.81953 -1.32086
C -5.54015 7.50131 -1.63419
H -6.53583 5.97650 -0.48569
H -7.16786 8.05317 1.30427
H -5.72048 10.13287 0.23393
H -4.71176 9.42485 -1.92769
H -5.17803 6.99866 -2.51884
C 1.21811 7.97010 1.27702
C 0.06601 7.62876 1.99964
C -0.99249 8.28643 1.38706
N -0.58676 9.14948 0.41932
C 0.73307 8.88636 0.28947
H 2.27115 7.79947 1.44550
H -0.02686 7.04066 2.90071
H -2.03733 8.31355 1.65903
H -1.18934 9.67433 -0.19834
H 1.21486 9.45271 -0.49381
C -8.22821 -2.80394 3.65846
C -8.38075 -4.11522 3.23636
C -8.00944 -4.94811 4.34384
N -7.76812 -4.14852 5.44157
C -7.83733 -2.82993 4.96587
H -8.30913 -1.89933 3.07406
H -8.67565 -4.50283 2.27242
H -8.07931 -6.01896 4.46541
H -7.61437 -4.36683 6.41563
H -7.71637 -2.07014 5.72383
C -8.85477 2.17588 -2.38868
C -8.65064 1.59044 -1.22068
C -7.35865 1.08900 -1.20344
N -6.74953 1.27927 -2.39960
C -7.70775 2.02165 -3.08754
H -9.77597 2.67073 -2.65871
H -9.34031 1.60604 -0.38971
H -6.76987 0.57789 -0.45610
H -5.79456 1.11531 -2.68462
H -7.53117 2.53215 -4.02274
```

Output
SMILES: CN(C)P(=O)(N(C)C)N(C)C.CN(C)P(=O)(N(C)C)N(C)C.CCOC(=O)OC.CCOC(=O)OC.CCOC(=O)OC.c1cc[nH]c1.c1cc[nH]c1.c1cc[nH]c1.c1cc[nH]c1.c1cc[nH]c1
Gap between HOMO and LUMO: 7.98 eV
F_max: 5.22 eV/A

No. 2
C44H86N3O10 | ωB97M-V with the def2-TZVPD basis set

Structure (XYZ):
```
143
Properties=species:S:1:pos:R:3
C 3.51078 1.41480 1.24243
C 2.77257 1.52589 -0.08557
C 3.38659 2.51835 -1.06083
C 2.96070 2.34671 -2.52429
C 1.45859 2.19984 -2.75689
C 0.83786 0.82144 -2.51718
C 1.52280 -0.38636 -3.15715
C 0.91118 -0.78917 -4.49306
C 1.30988 0.08631 -5.70531
C 0.12824 0.45243 -6.61064
C -0.54406 1.78119 -6.25962
C -1.70086 1.63046 -5.28650
C -2.11406 2.94889 -4.59995
C -2.29393 2.74215 -3.10100
C -3.24608 3.71993 -2.38520
C -3.66271 3.08798 -1.05027
C -5.12231 2.60873 -0.98265
C -5.22101 1.07479 -1.01131
C -5.59970 0.59231 -2.39977
C -5.61298 -0.92874 -2.53625
N -4.19558 -1.39733 -2.60248
C -3.60330 -1.89143 -1.52069
C -2.25029 -2.23375 -1.59778
N -1.55307 -2.68594 -0.49912
C -1.65663 -2.03591 -2.80467
C -2.36676 -1.55284 -3.86766
N -3.64633 -1.22500 -3.77843
H 4.58009 1.47809 1.09153
H 3.25756 0.45752 1.68335
H 3.14491 2.17461 1.92469
H 1.73176 1.79923 0.06656
H 2.74079 0.55602 -0.57333
H 4.46202 2.36820 -1.02476
H 3.22606 3.54804 -0.75196
H 3.26223 3.25318 -3.03797
H 3.55392 1.55193 -2.96543
H 0.97619 2.88978 -2.06642
H 1.20975 2.57382 -3.74248
H -0.16470 0.85467 -2.93451
H 0.69942 0.66598 -1.45793
H 1.35371 -1.23228 -2.49143
H 2.59837 -0.30090 -3.25186
H -0.16542 -0.86403 -4.37438
H 1.27804 -1.79352 -4.68587
H 1.83027 0.96844 -5.35188
H 2.00487 -0.50400 -6.28677
H -0.59272 -0.36191 -6.61257
H 0.50165 0.52158 -7.62520
H 0.18894 2.48471 -5.88377
H -0.93180 2.19593 -7.18601
H -2.56467 1.16693 -5.75221
H -1.37953 0.93560 -4.51539
H -3.03798 3.30571 -5.04270
H -1.33867 3.68056 -4.78340
H -1.33635 2.83143 -2.60321
H -2.71972 1.75040 -2.96172
H -2.67491 4.61062 -2.15306
H -4.09631 3.97644 -3.00525
H -3.00753 2.23480 -0.89259
H -3.45142 3.79514 -0.25794
H -5.54103 2.96360 -0.05238
H -5.68481 3.02267 -1.81092
H -4.25665 0.69504 -0.68964
H -5.96980 0.71135 -0.30809
H -4.85005 0.95158 -3.09904
H -6.54611 1.00845 -2.71787
H -6.10636 -1.38663 -1.69321
H -6.08436 -1.21097 -3.46291
H -4.14763 -1.98556 -0.60529
H -0.69650 -3.13946 -0.78807
H -2.10632 -3.27756 0.10552
H -0.61401 -2.26611 -2.94758
H -1.90073 -1.40448 -4.82122
O -2.33566 5.57006 0.35454
C -1.57066 5.27062 1.22889
O -1.66227 4.04412 1.76487
C -0.68524 3.51101 2.66403
C -0.95762 3.90523 4.09936
C -0.56823 6.25374 1.78298
H 0.32122 3.78026 2.34371
H -0.76454 2.43343 2.55609
H -0.89645 4.98485 4.23836
H -0.23718 3.42942 4.76367
H -1.96167 3.59625 4.39141
H -1.05497 6.85229 2.55155
H -0.25400 6.90851 0.97452
H 0.32516 5.79299 2.19742
O 6.71526 1.02118 0.91790
C 7.13832 -0.05983 1.22937
O 7.01499 -0.44705 2.50789
C 7.30711 -1.77699 2.96719
C 8.77312 -1.94541 3.30092
C 7.85907 -0.94926 0.24352
H 6.95621 -2.51767 2.24677
H 6.71397 -1.90758 3.86985
H 9.40555 -1.80883 2.42292
H 8.95709 -2.93969 3.70658
H 9.07608 -1.20489 4.04041
H 8.90825 -0.65953 0.21455
H 7.42295 -0.78848 -0.73914
H 7.78541 -2.01102 0.46591
O -2.00689 -8.30527 1.14591
C -2.94148 -7.71968 0.68898
O -2.94037 -7.42711 -0.63623
C -4.06552 -6.88175 -1.31490
C -4.07736 -5.36933 -1.21515
C -4.07935 -7.22521 1.55641
H -4.99573 -7.32906 -0.96463
H -3.94791 -7.17877 -2.35536
H -4.17699 -5.04053 -0.17718
H -4.90216 -4.94668 -1.79192
H -3.13583 -4.97008 -1.59913
H -3.80467 -6.25984 1.98064
H -4.21738 -7.93558 2.36643
H -5.03167 -7.13394 1.03822
O 5.74373 -1.45528 6.48258
C 4.85106 -0.75429 6.08991
O 3.71491 -0.68585 6.80811
C 2.67090 0.24786 6.52386
C 1.71191 -0.27621 5.47390
C 4.94438 -0.02823 4.76926
H 3.08537 1.22078 6.25601
H 2.14700 0.38082 7.46890
H 2.20931 -0.43243 4.51640
H 0.89051 0.42372 5.32176
H 1.29901 -1.23505 5.78617
H 4.64153 -0.70762 3.97453
H 5.97694 0.26048 4.60989
H 4.34746 0.87903 4.71100
O 1.09884 0.21172 3.33664
C 0.05037 -0.35851 3.46029
O -0.63573 -0.21960 4.60662
C -1.97295 -0.69414 4.78807
C -2.00408 -2.14756 5.21322
C -0.47648 -1.27904 2.38043
H -2.57253 -0.50883 3.89465
H -2.38877 -0.07057 5.57695
H -1.58019 -2.80053 4.44899
H -3.02852 -2.46510 5.40830
H -1.41672 -2.28640 6.11977
H -0.03579 -2.26532 2.52143
H -0.16217 -0.88430 1.41765
H -1.56124 -1.36484 2.35492
```

Output
Relative energy (zero: lowest compared OMol25 entry of this formula, charge and spin): 149.2 kJ/mol
Total charge: +1
Gap between HOMO and LUMO: 6.96 eV
F_max: 3.23 eV/A